# 1
{
  "formula": "CH5N3O",
  "method": "wB97M-V/def2-TZVPD",
  "symbols": ["N", "N", "C", "N", "O", "H", "H", "H", "H", "H"],
  "xyz": [[-1.006, 0.886, -1.347], [0.024, 0.339, -0.510], [-0.419, -0.250, 0.608], [0.659, -0.679, 1.416], [1.806, -0.916, 0.585], [-0.706, 0.814, -2.374], [-0.965, 1.986, -1.020], [-1.473, -0.168, 0.801], [0.596, -1.518, 2.033], [1.483, -0.493, -0.191]],
  "mulliken_charge": [-0.6422, -0.3555, -0.1186, -0.1627, -0.4213, 0.2674, 0.2674, 0.4333, 0.2729, 0.4594],
  "charge": 0,
  "smiles": "N/N=C/NO"
}

# 2
{
  "formula": "C5H23B2Cl4Co2N5O26",
  "method": "wB97M-V/def2-TZVPD",
  "symbols": ["Co", "Co", "Cl", "O", "O", "O", "O", "Cl", "O", "O", "O", "O", "Cl", "O", "O", "O", "O", "Cl", "O", "O", "O", "O", "B", "H", "H", "H", "H", "B", "H", "H", "H", "H", "C", "N", "O", "O", "H", "H", "H", "C", "N", "O", "O", "H", "H", "H", "C", "N", "O", "O", "H", "H", "H", "C", "N", "O", "O", "H", "H", "H", "C", "N", "O", "O", "H", "H", "H"],
  "xyz": [[-1.425, -1.712, -0.344], [0.240, 1.518, 2.039], [-2.827, -2.921, 2.992], [-3.670, -2.024, 3.792], [-3.665, -3.997, 2.475], [-2.343, -2.225, 1.807], [-1.652, -3.351, 3.731], [-0.529, 0.484, 5.448], [-1.906, 0.173, 5.274], [-0.087, -0.523, 6.391], [0.081, 0.363, 4.156], [-0.297, 1.792, 5.934], [-4.223, 0.825, -0.783], [-3.441, 1.956, -1.069], [-5.466, 0.886, -1.477], [-3.492, -0.363, -1.130], [-4.305, 0.997, 0.625], [-0.626, -2.335, -3.540], [-2.014, -2.637, -3.837], [-0.638, -1.445, -2.461], [-0.010, -3.627, -3.242], [0.064, -1.826, -4.682], [-0.361, -0.012, 0.604], [-1.436, -0.024, 0.513], [-0.170, -0.251, 1.638], [0.089, -0.802, 0.022], [0.018, 0.947, 0.286], [-1.689, 2.428, 2.217], [-1.614, 1.352, 2.257], [-1.707, 2.690, 1.171], [-2.568, 2.716, 2.773], [-0.851, 2.833, 2.762], [2.586, -0.036, -2.718], [2.934, -1.441, -2.332], [2.401, -1.807, -1.277], [3.693, -2.141, -3.003], [2.323, -0.195, -3.764], [3.453, 0.621, -2.640], [1.677, 0.324, -2.236], [-0.933, 1.874, -4.397], [-0.746, 2.571, -3.111], [-1.288, 3.646, -2.973], [-0.123, 2.056, -2.174], [-1.116, 2.574, -5.213], [-1.748, 1.181, -4.192], [-0.006, 1.330, -4.576], [1.854, -4.438, 0.206], [0.391, -4.393, 0.389], [-0.188, -3.342, 0.221], [-0.165, -5.421, 0.794], [2.285, -5.434, 0.303], [2.308, -3.728, 0.898], [2.017, -4.061, -0.804], [4.118, -0.617, 0.955], [2.790, -0.563, 1.654], [2.177, -1.602, 1.805], [2.314, 0.548, 1.922], [3.961, -0.407, -0.103], [4.524, -1.608, 1.154], [4.680, 0.226, 1.357], [1.131, 4.873, -0.928], [0.693, 4.323, 0.317], [0.024, 5.067, 1.070], [1.022, 3.202, 0.634], [1.412, 5.917, -0.793], [0.157, 4.760, -1.404], [1.906, 4.256, -1.383]],
  "lowdin_spin": [2.8060, 2.7131, 0.0015, 0.0034, 0.0009, 0.0172, 0.0009, 0.0016, 0.0007, 0.0043, 0.0222, -0.0004, 0.0010, 0.0005, 0.0033, 0.0146, 0.0007, 0.0019, 0.0004, 0.0156, 0.0001, 0.0037, 0.0901, 0.0217, 0.0179, 0.0224, 0.0166, 0.0735, 0.0368, 0.0053, 0.0136, 0.0211, 0.0002, 0.0000, 0.0005, 0.0000, 0.0000, 0.0000, 0.0002, 0.0000, 0.0000, 0.0001, 0.0007, 0.0000, 0.0000, 0.0000, 0.0005, 0.0033, 0.0156, 0.0043, 0.0001, 0.0000, 0.0000, 0.0014, 0.0023, 0.0030, 0.0127, 0.0001, 0.0000, 0.0000, 0.0015, 0.0017, -0.0014, 0.0205, 0.0001, 0.0001, 0.0000],
  "charge": -2,
  "spin_multiplicity": 7,
  "s_squared": 12.01
}

# 3
{
  "formula": "C6H17IN2NbO2PS",
  "method": "wB97M-V/def2-TZVPD",
  "symbols": ["C", "N", "C", "Nb", "S", "C", "C", "C", "I", "P", "N", "C", "O", "O", "H", "H", "H", "H", "H", "H", "H", "H", "H", "H", "H", "H", "H", "H", "H", "H", "H"],
  "xyz": [[2.777, -1.603, 2.351], [1.308, -1.545, 2.125], [1.087, -1.010, 0.750], [-1.084, -0.631, 0.167], [-1.194, -2.606, -1.416], [-0.591, 0.849, -1.480], [0.767, 0.661, -2.260], [1.175, 2.107, -2.846], [0.583, -0.613, -4.047], [-1.280, 1.218, 1.989], [-1.324, 2.715, 1.378], [-3.318, -0.238, -0.217], [-3.672, 0.960, -0.196], [-4.134, -1.219, -0.450], [3.068, -2.322, 3.167], [3.258, -1.941, 1.390], [3.164, -0.578, 2.585], [0.948, -2.494, 2.210], [1.535, -1.731, -0.002], [1.701, -0.064, 0.658], [-1.559, -1.808, 1.492], [-1.785, -3.618, -0.713], [-0.605, 1.904, -1.093], [-1.429, 0.794, -2.235], [1.638, 0.347, -1.644], [1.574, 1.964, -3.887], [2.020, 2.529, -2.249], [0.307, 2.803, -2.879], [-2.491, 1.019, 2.730], [-0.214, 1.044, 2.959], [-2.230, 3.107, 1.662]],
  "mulliken_charge": [-0.8156, -0.2674, -0.7001, -0.8802, -0.4541, -0.9340, -0.0361, -1.0241, -0.0635, 0.3345, -0.7788, 0.7598, -0.5290, -0.7219, 0.3000, 0.2885, 0.2084, 0.2223, 0.5017, 0.3015, -0.0165, 0.0580, 0.3681, 0.5452, 0.2638, 0.3532, 0.2579, 0.2984, -0.0177, -0.0218, 0.1994],
  "charge": -2
}

# 4
{
  "formula": "C19H56CuF2N2O13S2",
  "method": "wB97M-V/def2-TZVPD",
  "symbols": ["Cu", "N", "S", "O", "O", "F", "S", "O", "O", "F", "O", "H", "C", "C", "C", "O", "H", "H", "H", "H", "H", "H", "H", "H", "C", "C", "C", "O", "H", "H", "H", "H", "H", "H", "H", "H", "C", "C", "C", "O", "H", "H", "H", "H", "H", "H", "H", "H", "C", "C", "C", "O", "H", "H", "H", "H", "H", "H", "H", "H", "C", "C", "C", "O", "H", "H", "H", "H", "H", "H", "H", "H", "O", "H", "H", "O", "H", "H", "C", "C", "C", "O", "C", "N", "H", "H", "H", "H", "H", "H", "H", "H", "H", "H", "H"],
  "xyz": [[-8.148, -17.365, 22.999], [-7.685, -16.293, 21.310], [-8.068, -16.247, 19.818], [-7.141, -16.816, 18.855], [-8.856, -15.148, 19.394], [-9.028, -17.526, 19.929], [-6.794, -14.789, 21.137], [-7.486, -13.559, 21.484], [-5.830, -14.678, 20.069], [-5.829, -14.999, 22.407], [-10.292, -17.354, 22.673], [-10.322, -16.497, 22.205], [-2.655, -10.537, 21.823], [-3.143, -11.180, 20.579], [-4.614, -11.559, 20.751], [-2.865, -10.459, 19.434], [-2.667, -11.299, 22.602], [-3.269, -9.680, 22.099], [-1.664, -10.100, 21.698], [-2.578, -12.098, 20.415], [-4.915, -12.255, 19.969], [-5.236, -10.668, 20.659], [-4.796, -11.982, 21.739], [-3.487, -9.740, 19.301], [-8.510, -9.023, 20.191], [-9.707, -9.681, 20.831], [-9.326, -10.621, 21.959], [-10.526, -8.666, 21.212], [-7.794, -9.768, 19.846], [-8.115, -8.279, 20.884], [-8.743, -8.495, 19.266], [-10.201, -10.172, 19.993], [-8.621, -11.384, 21.629], [-10.176, -11.240, 22.246], [-9.051, -10.026, 22.830], [-10.601, -8.133, 20.417], [-4.298, -15.809, 17.131], [-3.384, -14.635, 16.819], [-3.209, -13.664, 17.959], [-2.122, -15.234, 16.715], [-4.188, -16.148, 18.161], [-4.236, -16.593, 16.376], [-5.315, -15.460, 16.952], [-3.810, -14.194, 15.918], [-2.390, -12.970, 17.773], [-3.045, -14.099, 18.945], [-4.158, -13.135, 18.057], [-1.957, -15.735, 17.517], [-3.823, -17.292, 21.758], [-4.465, -18.535, 21.155], [-3.521, -19.551, 20.564], [-5.163, -19.250, 22.138], [-4.530, -16.887, 22.482], [-3.611, -16.583, 20.958], [-2.827, -17.563, 22.109], [-5.124, -18.259, 20.332], [-2.849, -19.826, 21.377], [-2.792, -19.134, 19.869], [-4.020, -20.416, 20.127], [-5.771, -18.721, 22.660], [-10.475, -22.588, 18.623], [-9.771, -21.439, 19.225], [-9.620, -20.236, 18.218], [-10.445, -20.852, 20.312], [-11.315, -22.306, 17.989], [-10.967, -23.216, 19.365], [-9.791, -23.248, 18.089], [-8.793, -21.772, 19.573], [-10.547, -19.726, 17.958], [-9.174, -20.395, 17.236], [-8.925, -19.458, 18.534], [-11.254, -20.460, 19.975], [-8.281, -19.478, 21.963], [-9.114, -19.901, 22.173], [-8.075, -19.782, 21.079], [-11.890, -16.571, 20.424], [-11.385, -16.825, 21.196], [-11.332, -16.809, 19.683], [-13.620, -16.163, 16.548], [-12.433, -15.696, 17.346], [-11.111, -15.672, 16.581], [-10.357, -16.877, 16.727], [-9.167, -16.990, 15.942], [-12.728, -14.389, 17.859], [-14.609, -16.162, 17.007], [-13.359, -17.208, 16.379], [-13.525, -15.547, 15.654], [-12.395, -16.438, 18.144], [-10.449, -14.911, 16.995], [-11.300, -15.321, 15.567], [-9.346, -16.496, 14.988], [-8.984, -18.046, 15.741], [-8.307, -16.501, 16.400], [-11.991, -14.271, 18.539], [-13.535, -14.564, 18.440]],
  "lowdin_spin": [0.3033, 0.0184, 0.0009, 0.0025, 0.0005, -0.0005, -0.0001, -0.0003, 0.0055, 0.0000, 0.6488, 0.0078, 0.0000, 0.0000, 0.0001, 0.0000, 0.0000, 0.0000, 0.0000, 0.0000, 0.0000, 0.0000, 0.0000, 0.0000, 0.0000, 0.0000, 0.0000, 0.0000, 0.0000, 0.0000, 0.0000, 0.0000, 0.0000, 0.0000, 0.0000, 0.0000, 0.0000, 0.0000, 0.0000, 0.0000, 0.0000, 0.0000, 0.0000, 0.0000, 0.0000, 0.0000, 0.0000, 0.0000, 0.0000, 0.0000, 0.0000, 0.0001, 0.0000, 0.0000, 0.0000, 0.0000, 0.0000, 0.0000, 0.0000, 0.0000, 0.0000, 0.0000, 0.0000, -0.0001, 0.0000, 0.0000, 0.0000, 0.0000, -0.0001, 0.0000, 0.0000, 0.0000, 0.0135, -0.0005, 0.0002, 0.0085, 0.0009, 0.0020, 0.0519, 0.1411, 0.0397, 0.0691, 0.0056, 0.5194, 0.0004, -0.0004, 0.0075, 0.0824, 0.0108, 0.0176, 0.0003, 0.0018, 0.0033, 0.0195, 0.0183],
  "charge": 1,
  "spin_multiplicity": 3,
  "s_squared": 2.02
}

# 5
{
  "formula": "C25H55N4O13P2S",
  "method": "wB97M-V/def2-TZVPD",
  "symbols": ["C", "C", "C", "C", "N", "C", "N", "C", "C", "O", "C", "P", "S", "P", "O", "O", "O", "C", "O", "C", "C", "C", "C", "C", "N", "C", "C", "O", "C", "C", "O", "C", "N", "H", "H", "H", "H", "H", "H", "H", "H", "H", "H", "H", "H", "H", "H", "H", "H", "H", "H", "H", "H", "H", "H", "H", "H", "H", "H", "H", "H", "H", "H", "H", "H", "H", "H", "H", "H", "H", "H", "H", "H", "H", "H", "H", "C", "O", "C", "O", "O", "C", "H", "H", "H", "H", "H", "H", "C", "O", "C", "O", "O", "C", "H", "H", "H", "H", "H", "H"],
  "xyz": [[2.649, -2.311, 3.561], [3.105, -2.484, 2.018], [3.831, -1.156, 1.474], [3.252, -0.615, 0.074], [2.428, 0.645, 0.306], [1.069, 0.507, -0.279], [0.175, -0.450, 0.498], [0.190, -0.289, 1.979], [-0.628, 0.899, 2.642], [0.211, 1.492, 3.691], [-1.137, -0.622, -0.187], [-0.855, -1.974, -1.550], [-0.511, -3.736, -0.801], [-2.587, -1.271, 0.796], [-3.601, -1.763, -0.275], [-2.286, -2.645, 1.743], [-3.465, -0.060, 1.641], [-1.656, 0.657, -1.023], [-1.090, 1.894, -0.567], [0.386, 1.900, -0.681], [0.645, 2.234, -2.244], [-0.497, 3.126, -2.931], [-0.639, 4.617, -2.384], [-2.102, 5.181, -2.828], [-2.855, 5.704, -1.619], [-4.031, 4.872, -1.322], [-4.204, 4.072, 0.071], [-5.005, 4.757, -2.117], [0.859, 3.037, 0.341], [2.109, 3.926, -0.080], [1.768, 5.290, -0.482], [3.022, 4.122, 1.260], [4.096, 5.128, 1.102], [2.939, -3.220, 4.196], [3.132, -1.395, 4.046], [1.516, -2.198, 3.661], [3.899, -3.314, 2.025], [2.220, -2.831, 1.389], [4.946, -1.351, 1.348], [3.661, -0.331, 2.245], [2.650, -1.440, -0.447], [4.134, -0.382, -0.625], [2.897, 1.324, -0.326], [1.252, -0.049, -1.278], [0.661, -1.374, 0.348], [-0.223, -1.274, 2.422], [1.254, -0.249, 2.418], [-0.938, 1.761, 1.977], [-1.503, 0.441, 3.229], [1.106, 1.678, 3.341], [-2.055, -1.950, -2.351], [0.210, -1.577, -2.444], [-2.675, -3.428, 1.277], [-4.268, -0.534, 1.964], [-1.523, 0.538, -2.163], [-2.795, 0.730, -0.871], [1.657, 2.697, -2.463], [0.632, 1.241, -2.836], [-1.523, 2.604, -2.972], [-0.187, 3.219, -4.039], [-0.602, 4.736, -1.259], [0.109, 5.279, -2.946], [-2.750, 4.385, -3.317], [-1.996, 6.042, -3.571], [-3.224, 6.652, -1.817], [-4.102, 2.944, -0.075], [-3.455, 4.493, 0.828], [-5.262, 4.248, 0.486], [-0.040, 3.728, 0.546], [1.111, 2.593, 1.374], [2.829, 3.424, -0.829], [2.069, 5.331, -1.420], [3.445, 3.098, 1.583], [2.326, 4.439, 2.115], [4.622, 5.010, 0.226], [3.645, 6.060, 1.129], [-2.846, -3.281, 4.641], [-2.116, -4.488, 4.850], [-2.778, -5.413, 5.568], [-3.888, -5.294, 6.021], [-1.987, -6.488, 5.691], [-2.566, -7.559, 6.436], [-2.220, -2.612, 4.054], [-3.762, -3.478, 4.080], [-3.072, -2.797, 5.593], [-3.471, -7.924, 5.947], [-2.780, -7.244, 7.459], [-1.839, -8.371, 6.470], [1.257, -4.285, -4.110], [2.107, -3.494, -4.938], [1.739, -3.462, -6.231], [0.789, -4.026, -6.710], [2.615, -2.691, -6.893], [2.346, -2.565, -8.290], [1.646, -4.240, -3.092], [0.240, -3.886, -4.109], [1.262, -5.327, -4.434], [1.373, -2.098, -8.454], [2.394, -3.539, -8.781], [3.114, -1.923, -8.720]],
  "mulliken_charge": [-0.9275, -0.1788, -0.7671, -0.2882, 0.2810, -2.5538, 1.0230, -0.4511, -0.1585, -0.6325, 1.1751, 0.0541, -0.3134, 0.8996, -0.7730, -0.3937, -0.4885, -1.7389, 0.0802, 1.3334, -0.3292, -1.2527, 0.2552, -0.7456, -0.3391, 0.4724, -0.6652, -0.5376, -0.2668, -0.2143, -0.5448, -0.9569, -0.5785, 0.3277, 0.2979, 0.0990, 0.4783, 0.0722, 0.4356, 0.1942, 0.1203, 0.3970, 0.3554, 0.2087, 0.0489, 0.3916, 0.0395, 0.1113, 0.4110, 0.3052, 0.2608, 0.2181, 0.3300, 0.3646, 0.4179, 0.2573, 0.3788, 0.4258, 0.3194, 0.4049, -0.0682, 0.4193, 0.2834, 0.3432, 0.3206, -0.0443, 0.2693, 0.4014, 0.4634, -0.6210, 0.5812, 0.3438, 0.1410, 0.3747, 0.2737, 0.3292, -0.1693, -0.2279, 0.7163, -0.5239, -0.3138, -0.6245, -0.3503, 0.2888, 0.4081, 0.2916, 0.2943, 0.2240, -0.5603, -0.3140, 0.7480, -0.5226, -0.3127, -0.6219, 0.1943, 0.2121, 0.3939, 0.2902, 0.2951, 0.2238],
  "charge": 1
}

# 6
{
  "formula": "C4H8N3O4S3",
  "method": "wB97M-V/def2-TZVPD",
  "symbols": ["C", "C", "C", "C", "N", "N", "N", "O", "O", "O", "O", "S", "S", "S", "H", "H", "H", "H", "H", "H", "H", "H"],
  "xyz": [[1.411, -2.456, -3.213], [-1.085, 0.410, -0.709], [1.792, 1.230, -0.521], [1.231, -0.057, -0.588], [-1.970, -0.243, -1.515], [0.029, -0.510, -0.625], [-1.213, 1.500, -0.026], [0.364, -2.146, -3.399], [0.275, 0.991, 3.156], [2.478, -2.770, -3.004], [-0.471, -0.862, 4.713], [-2.551, 0.032, 2.838], [2.426, 1.044, 1.153], [-0.457, -0.473, 3.324], [2.677, 1.253, -1.189], [1.087, 2.083, -0.618], [1.905, -0.789, -0.242], [-1.606, -1.178, -1.733], [-2.911, -0.001, -1.694], [-2.085, 1.908, -0.148], [-2.326, 0.089, 1.544], [1.000, 0.946, 2.496]],
  "mulliken_charge": [0.6397, 0.4078, -0.3183, -0.6377, -0.3546, -0.4070, -0.5795, -0.2809, -0.3447, -0.3629, -0.5422, -0.2895, -0.5946, 0.5778, 0.2370, 0.3628, 0.6036, 0.2097, 0.1651, 0.1724, 0.1322, 0.2040],
  "charge": -1
}

The evaluated total energy for the records listed, in turn: -7632.0484 -192891.6241 -43341.9373 -121936.9292 -88796.9468 -49444.5067 eV.
The evaluated max |F| for the records listed, in turn: 4.62 7.58 4.16 8.43 7.12 6.55 eV/Å.